Model i:
Below is a molecular structure, N3O6S, with properties calculated with ωB97M-V/def2-TZVPD.

The calculation puts the HOMO energy at -6.169 eV. The value obtained for the orbital gap is 9.473 eV. Its charge is -1. Its spin multiplicity is 1.

```
10
N3O6S, DFT ωB97M-V/def2-TZVPD
N -0.20296 -0.18951 0.24121
N -1.31548 -1.27434 -0.07901
N -0.54324 1.08100 0.23571
O -2.12085 -1.06974 -0.98829
O -1.70055 1.43748 0.13044
O 2.14364 -0.95044 -0.97655
O -1.10015 -2.27933 0.45757
O 0.46550 1.86266 0.36032
O 3.20813 0.77934 0.37661
S 2.13337 -0.24848 0.27877
```

=====

Model ii:
Below is 2 unconnected molecules or ions with the total composition N3O6S, with properties calculated with ωB97M-V/def2-TZVPD.

The calculation puts the HOMO energy at -6.146 eV. The value obtained for the orbital gap is 9.997 eV. Its charge is -1. Its spin multiplicity is 1.

```
10
N3O6S, DFT ωB97M-V/def2-TZVPD
N 2.31885 -1.27865 0.84184
N 2.49609 -0.36447 0.23393
N -1.85131 0.75826 -0.46264
O -1.18027 -1.43477 0.89021
O -1.73788 1.95680 -0.16853
O 2.55968 0.61978 -0.36693
O -2.74705 0.35495 -1.23649
O -0.03629 0.68303 1.16415
O 0.12769 -0.63235 -1.06185
S -0.50324 -0.26777 0.21379
```

=====

Of them, the most stable is model ii and the least stable is model i.